ORCA calculation (ωB97M-V with the def2-TZVPD basis set) on a molecular structure, C5H3Br4ClN2 in a non-equilibrium geometry.

Calculated values
Gap between HOMO and LUMO (spin up / spin down)   5.76 / 5.44 eV
LUMO energy (spin up / spin down)   -0.123 / -0.133 Ha
E_HOMO (spin up / spin down)   -9.11 / -9.07 eV
Largest force on an atom   3.6 eV Å⁻¹

Structure (XYZ):
```
15
Properties=species:S:1:pos:R:3:forces:R:3
C 2.479 -0.238 0.056 -3.132 -0.045 -0.215
C 1.906 0.804 0.780 0.279 -0.462 -1.530
C 1.415 -0.823 -0.575 1.856 -1.582 0.052
C -1.018 -0.305 -0.599 -1.672 -0.061 -1.672
C -2.149 0.147 -0.010 1.705 -0.656 1.011
N 0.634 0.863 0.503 -1.189 2.677 2.102
N 0.282 -0.162 -0.254 2.480 0.511 1.117
Cl -1.096 -0.891 -2.228 -0.133 -0.332 -0.213
Br -2.405 4.086 0.328 0.018 -0.130 0.041
Br -2.182 0.780 1.777 -0.124 -0.005 -0.521
Br -1.643 -3.214 0.680 0.014 0.183 -0.026
Br -3.737 -0.097 -0.855 -1.374 0.201 -0.255
H 3.384 -0.686 0.134 2.708 -0.856 -0.016
H 2.518 1.519 1.250 -0.289 1.093 1.002
H 1.612 -1.783 -0.986 -1.148 -0.536 -0.876
```
Forces are in eV/Å.

---

ORCA calculation (ωB97M-V with the def2-TZVPD basis set) on 2 unconnected molecules or ions with the total composition C4H4Br2N2O in a non-equilibrium geometry.

Calculated values
Relative energy (zero: lowest compared OMol25 entry of this formula, charge and spin)   0.0 kcal per mole
Gap between HOMO and LUMO   9.39 eV
LUMO energy   -0.014 Ha
E_HOMO   -9.76 eV
Largest force on an atom   3.4 eV Å⁻¹

Structure (XYZ):
```
13
Properties=species:S:1:pos:R:3:forces:R:3
C 0.710 1.391 0.621 2.305 -0.119 0.429
C 1.003 0.115 0.489 0.337 -0.191 -0.453
Br 2.733 -0.527 -0.115 -0.190 0.820 0.129
C -0.005 -0.955 0.759 -1.248 0.792 1.531
N 0.350 -2.156 0.335 0.161 -3.002 -0.832
O -1.024 -0.689 1.404 0.978 -0.330 -0.982
H -0.203 1.643 1.067 -1.356 0.356 0.221
H 1.508 2.137 0.554 -0.484 -0.112 -0.333
H 1.239 -2.332 -0.124 -0.449 0.453 0.196
H -0.192 -3.025 0.446 -0.018 1.339 0.257
N 0.309 0.964 -2.428 -1.686 -0.844 -0.032
C 1.178 1.554 -2.863 3.108 1.416 0.157
Br 2.843 2.389 -2.944 -1.458 -0.580 -0.287
```
Forces are in eV/Å.

---

ORCA calculation (ωB97M-V with the def2-TZVPD basis set) on 5 unconnected molecules or ions with the total composition C30H57NO14S in a non-equilibrium geometry.

Calculated values
Gap between HOMO and LUMO   8.96 eV
LUMO energy   0.015 Ha
E_HOMO   -8.56 eV
Largest force on an atom   4.9 eV Å⁻¹

Structure (XYZ):
```
103
Properties=species:S:1:pos:R:3:forces:R:3
O -0.595 -0.506 4.287 0.669 0.252 -0.533
C -0.059 0.455 3.781 -0.478 -0.218 0.900
C 1.501 0.484 3.592 -0.374 0.906 -0.172
C 1.800 0.108 2.083 -0.501 0.198 0.910
C 3.328 0.097 1.713 -0.971 -1.108 0.370
O 3.493 -1.245 1.139 0.469 0.814 -2.410
S 4.491 -1.268 -0.192 0.963 -2.029 1.340
O 5.681 -1.912 0.339 -0.820 1.710 -0.695
O 4.005 -1.935 -1.391 -0.409 2.056 1.796
O 4.583 0.347 -0.342 0.126 -1.704 -0.175
C 3.861 1.167 0.655 0.497 -1.661 -0.661
C 2.832 1.912 -0.244 -0.640 3.372 1.910
C 2.381 3.332 0.502 1.268 -1.389 2.942
C 3.053 3.558 1.970 -4.877 -0.382 -0.603
O 1.550 3.181 1.695 1.295 0.830 -2.632
N -0.919 1.554 3.385 1.534 -0.813 -1.162
C -1.810 1.210 2.292 -2.370 -0.327 -1.767
C -3.000 2.037 2.085 0.581 -1.445 -0.903
C -3.943 1.732 1.021 0.746 -0.914 -0.336
C -3.769 0.605 0.100 2.131 0.690 2.633
C -2.582 -0.228 0.328 -1.032 1.600 0.491
C -1.631 0.069 1.397 -1.219 0.724 -0.579
H 1.886 1.515 3.847 -0.404 -0.932 -0.393
H 1.956 -0.222 4.327 -0.479 0.373 -0.731
H 1.397 -0.929 1.928 0.618 0.913 0.097
H 1.167 0.786 1.460 0.832 -0.473 0.344
H 3.960 -0.003 2.643 -0.544 0.856 -0.934
H 4.716 1.713 1.118 -1.210 0.342 -0.484
H 3.304 2.320 -1.168 -0.189 -0.985 0.581
H 1.885 1.351 -0.429 1.024 0.208 -0.083
H 2.246 4.262 -0.159 0.018 -1.511 1.216
H 2.843 4.528 2.476 1.317 -0.513 -0.668
H 3.164 2.698 2.668 1.560 0.754 -0.864
H -0.370 2.392 3.166 -0.257 -0.302 -0.134
H -3.141 2.897 2.784 -0.068 -0.851 -0.788
H -4.866 2.351 0.873 1.076 -0.438 0.351
H -4.523 0.400 -0.690 0.813 0.065 0.734
H -2.456 -1.090 -0.375 0.211 0.775 0.990
H -0.758 -0.614 1.486 -0.849 0.654 0.093
C -6.212 -2.505 -1.179 0.143 0.141 -0.018
O -5.631 -2.213 0.082 -0.279 -0.206 -0.105
C -6.575 -2.272 1.145 0.441 0.072 0.189
C -6.495 -3.594 1.891 -0.430 -0.056 -0.128
O -6.869 -4.689 1.061 0.278 0.171 -0.074
C -5.749 -5.376 0.524 -0.129 -0.100 0.040
H -5.408 -2.741 -1.877 0.017 0.064 0.067
H -6.892 -3.358 -1.134 -0.012 0.012 0.051
H -6.753 -1.627 -1.550 -0.084 -0.057 -0.071
H -7.589 -2.092 0.772 0.006 -0.109 -0.005
H -6.326 -1.464 1.840 -0.007 -0.015 -0.003
H -7.206 -3.570 2.723 0.031 0.033 0.017
H -5.495 -3.750 2.308 0.009 0.077 -0.077
H -5.324 -6.041 1.282 0.108 -0.013 -0.036
H -4.977 -4.690 0.167 -0.017 0.032 0.039
H -6.093 -5.977 -0.318 -0.061 0.001 0.073
C 9.737 3.841 1.142 0.206 0.017 -0.068
O 9.602 3.573 -0.246 -0.284 -0.038 0.218
C 8.717 2.491 -0.512 0.138 0.233 -0.372
C 7.334 2.984 -0.907 -0.103 -0.323 0.332
O 6.697 3.672 0.169 0.143 0.116 -0.134
C 6.802 5.083 0.052 -0.154 -0.042 0.090
H 10.164 4.838 1.255 0.029 -0.057 -0.081
H 8.779 3.813 1.664 -0.026 -0.036 -0.040
H 10.420 3.114 1.593 -0.049 0.014 0.102
H 8.663 1.815 0.348 -0.084 0.052 -0.003
H 9.140 1.930 -1.351 -0.040 -0.017 0.031
H 6.708 2.118 -1.145 0.037 -0.013 -0.033
H 7.382 3.618 -1.798 0.083 0.024 0.064
H 6.069 5.450 -0.674 0.045 0.101 -0.041
H 7.803 5.398 -0.250 -0.002 -0.057 -0.020
H 6.581 5.520 1.027 -0.048 -0.067 -0.019
C 2.755 -5.114 -4.285 -0.161 -0.083 0.057
O 3.294 -6.373 -3.909 0.175 0.209 -0.177
C 4.352 -6.791 -4.763 -0.051 -0.264 0.399
C 5.714 -6.502 -4.149 0.075 0.318 -0.378
O 5.938 -5.105 -4.011 -0.242 -0.211 0.151
C 5.683 -4.636 -2.693 0.170 0.128 -0.043
H 2.186 -4.724 -3.441 0.020 -0.092 -0.011
H 3.532 -4.392 -4.543 0.040 -0.043 0.005
H 2.077 -5.242 -5.136 0.012 0.094 -0.040
H 4.261 -6.327 -5.750 0.069 0.062 0.053
H 4.251 -7.874 -4.892 0.019 0.020 -0.023
H 6.489 -6.885 -4.821 -0.018 -0.055 0.008
H 5.825 -7.009 -3.185 -0.104 0.007 -0.015
H 6.533 -4.880 -2.048 -0.052 0.004 0.115
H 4.770 -5.060 -2.271 0.008 -0.034 -0.048
H 5.571 -3.553 -2.733 0.055 -0.055 -0.043
C -10.386 3.039 1.019 -0.188 -0.020 -0.054
O -10.237 3.190 -0.385 0.265 0.062 0.204
C -9.295 4.198 -0.730 -0.149 -0.268 -0.345
C -7.941 3.603 -1.080 0.149 0.282 0.338
O -7.341 2.968 0.045 -0.236 -0.147 -0.123
C -7.521 1.559 0.039 0.114 0.034 0.072
H -10.865 2.078 1.208 -0.026 0.053 -0.087
H -9.427 3.056 1.541 0.028 0.030 -0.047
H -11.028 3.835 1.410 0.044 -0.007 0.100
H -9.205 4.935 0.075 0.081 -0.066 0.012
H -9.687 4.715 -1.613 0.032 0.012 0.022
H -7.270 4.413 -1.382 -0.024 -0.001 -0.037
H -8.023 2.904 -1.919 -0.089 0.000 0.047
H -6.809 1.101 -0.654 -0.053 -0.125 -0.022
H -8.538 1.275 -0.240 -0.001 0.052 -0.031
H -7.321 1.189 1.045 0.078 0.053 -0.033
```
Forces are in eV/Å.

---

ORCA calculation (ωB97M-V with the def2-TZVPD basis set) on a molecular structure, C24H74O24 in a non-equilibrium geometry.

Calculated values
Relative energy (zero: lowest compared OMol25 entry of this formula, charge and spin)   677.2 kcal per mole
Gap between HOMO and LUMO   8.20 eV
LUMO energy   0.010 Ha
E_HOMO   -7.93 eV
Largest force on an atom   12.7 eV Å⁻¹

Structure (XYZ):
```
122
Properties=species:S:1:pos:R:3:forces:R:3
C -0.787 3.362 0.464 -0.888 0.180 -0.129
O -1.525 2.169 0.228 2.482 4.161 -1.638
H 0.169 3.313 -0.057 -1.097 -0.056 0.769
H -1.427 4.063 -0.071 1.043 1.139 0.793
H -0.662 3.548 1.531 -1.047 -0.089 -0.409
H -2.427 2.441 0.045 -0.012 -0.332 0.655
C 1.656 2.876 -2.047 0.799 0.568 -0.414
O 0.487 3.631 -1.733 1.854 -0.236 -1.787
H 2.369 2.959 -1.227 -0.173 -0.273 0.133
H 1.458 1.832 -2.292 -0.189 0.004 0.219
H 2.206 3.268 -2.902 -0.149 0.316 -0.259
H -0.136 3.336 -2.401 -0.763 0.289 0.058
C -3.815 -0.088 -1.300 -0.957 -2.470 0.765
C -3.516 -0.620 0.122 -1.067 0.343 -2.342
O -4.597 -0.955 0.943 -1.397 0.339 0.144
O -3.900 -1.163 -2.210 -8.539 0.336 4.344
H -3.012 0.579 -1.616 -0.744 -0.159 1.044
H -4.783 0.413 -1.322 -0.062 0.289 0.316
H -3.013 0.191 0.650 -1.875 -0.791 -3.471
H -2.919 -1.531 0.072 0.473 0.391 -0.267
H -5.163 -1.564 0.463 -0.158 -0.165 -0.012
H -3.192 -0.962 -2.827 -3.160 -0.540 -0.690
C -2.619 0.404 2.473 -1.504 0.119 1.609
C -1.903 -0.465 3.448 -0.939 -0.847 -0.835
O -1.632 0.119 4.640 0.954 1.328 2.210
O -1.982 1.656 2.260 0.118 -0.500 3.252
H -3.651 0.616 2.752 -0.245 -0.160 0.465
H -2.695 -0.129 1.525 0.966 -0.442 4.140
H -1.054 -0.921 2.939 -0.927 1.687 1.712
H -2.519 -1.327 3.702 -0.366 -0.119 -0.363
H -0.988 0.811 4.474 -0.056 0.265 0.241
H -2.421 2.157 1.568 -0.371 -0.235 1.246
C 2.328 -2.475 3.132 -0.150 -0.813 -0.708
C 2.315 -1.002 3.338 1.762 -0.660 3.581
O 1.580 -0.330 2.414 -1.030 0.432 1.357
O 3.054 -2.816 1.953 0.332 0.269 2.171
H 1.284 -2.779 3.060 -0.036 -0.080 -0.184
H 2.698 -3.060 3.974 0.483 0.468 0.157
H 3.336 -0.635 3.439 0.355 0.166 -0.582
H 1.917 -0.789 4.330 -0.378 -0.239 0.372
H 1.389 0.545 2.759 0.252 -2.210 -0.409
H 2.414 -2.703 1.246 0.129 -0.610 -0.253
C 4.815 -0.809 0.750 1.098 0.864 0.227
C 4.131 0.603 0.561 1.016 -2.057 -0.288
O 4.656 1.486 1.536 -0.388 0.385 -0.328
O 6.261 -0.887 0.382 -1.293 0.628 -0.335
H 4.271 -1.607 0.246 0.285 0.677 0.859
H 4.922 -0.994 1.819 -0.837 -0.062 -0.063
H 3.048 0.484 0.597 1.320 0.314 1.629
H 4.152 0.921 -0.481 1.134 0.483 -0.277
H 5.586 1.649 1.363 0.155 -0.201 -0.166
H 6.339 -1.558 -0.300 0.049 0.077 -0.113
C -1.724 0.568 -4.771 0.202 -0.797 0.207
C -1.626 0.220 -3.216 -0.510 0.086 -3.584
O -2.160 -1.123 -2.982 10.099 4.716 -6.039
O -3.016 0.246 -5.318 0.410 0.918 0.534
H -1.012 0.085 -5.440 0.421 -0.721 0.584
H -1.446 1.603 -4.970 -0.765 0.450 0.453
H -2.289 0.939 -2.734 0.832 -0.749 -0.848
H -0.613 0.335 -2.832 -0.283 -0.064 -0.551
H -1.482 -1.727 -3.293 -0.931 0.528 -1.618
H -3.345 -0.522 -4.846 -0.057 -0.197 0.040
C 1.590 3.261 1.678 -0.202 1.052 0.821
C 2.773 3.712 2.487 1.513 -1.299 -1.552
O 2.566 3.741 3.865 -0.935 0.006 0.633
O 1.184 1.888 1.868 0.019 4.241 2.476
H 1.793 3.328 0.609 0.440 0.172 0.384
H 0.745 3.913 1.897 0.660 -0.043 0.172
H 3.186 4.634 2.077 -0.433 0.417 0.024
H 3.501 2.954 2.199 0.513 0.093 0.525
H 3.290 4.187 4.310 0.056 -0.090 -0.125
H 1.271 1.708 2.807 -0.333 2.086 0.571
C -4.112 2.817 -1.092 -0.869 0.884 -1.206
C -2.906 3.451 -1.838 0.242 -0.170 1.311
O -1.813 2.585 -2.074 -1.460 1.145 -2.728
O -3.745 2.168 0.117 -2.172 0.423 -0.499
H -4.587 2.182 -1.840 -0.289 -0.217 0.587
H -4.790 3.598 -0.748 -0.129 0.338 -0.760
H -2.551 4.221 -1.153 -0.211 0.759 -0.663
H -3.203 3.838 -2.813 -0.285 0.170 0.338
H -1.533 2.213 -1.235 0.116 -0.019 0.679
H -4.427 1.605 0.491 -0.454 -0.158 -0.096
C 2.376 -3.535 -1.333 2.951 -1.814 0.079
C 3.273 -2.348 -1.729 -1.801 0.411 1.049
O 2.536 -1.141 -1.760 2.771 -0.235 -5.536
O 1.881 -3.504 0.000 2.595 -2.706 -4.745
H 3.152 -4.296 -1.254 0.083 -0.829 -0.846
H 1.639 -3.819 -2.084 0.879 -0.292 0.881
H 3.810 -2.517 -2.662 -0.476 -0.096 -0.301
H 4.062 -2.330 -0.976 -0.073 -0.094 -0.288
H 2.166 -0.916 -0.903 1.253 -1.549 -0.560
H 1.229 -4.206 0.057 -0.251 0.236 0.202
C -1.290 -3.388 1.695 -1.222 0.641 1.842
C -0.646 -2.053 1.387 1.185 -3.156 0.371
O 0.654 -2.351 0.907 -6.610 -0.108 2.872
O -0.860 -3.820 2.985 -0.139 -0.633 0.398
H -1.272 -4.193 0.960 0.863 0.053 0.889
H -2.354 -3.194 1.827 -0.471 0.000 0.241
H -0.413 -1.535 2.316 0.358 -1.524 -1.228
H -1.160 -1.325 0.759 0.105 -2.260 0.725
H 0.701 -1.918 0.052 -0.133 -1.189 0.368
H 0.014 -4.213 2.924 0.028 -0.057 -0.173
C -0.208 0.323 -0.542 0.549 -0.776 0.561
C 1.287 0.331 -0.054 -2.452 1.126 -0.771
O 1.868 -0.905 0.247 0.930 3.606 0.201
O -1.202 0.058 0.498 3.920 0.614 -3.672
H -0.336 -0.397 -1.350 -0.045 0.027 1.014
H -0.474 1.272 -1.007 1.363 -0.834 0.223
H 1.224 0.901 0.874 0.580 -0.755 -2.092
H 1.938 0.752 -0.819 -0.581 0.463 0.159
H 1.639 -1.037 1.170 0.056 -0.113 0.462
H -1.452 0.853 0.975 1.363 0.566 0.069
C -1.152 -2.553 -1.774 -0.770 -1.202 0.483
C 0.104 -2.295 -2.679 -0.091 -2.428 2.324
O -0.216 -2.073 -4.022 0.292 0.540 -1.228
O -1.039 -3.489 -0.727 1.176 -0.663 -1.873
H -1.984 -2.881 -2.396 0.170 -0.893 0.276
H -1.527 -1.613 -1.369 0.629 -0.911 0.671
H 0.659 -3.231 -2.752 -0.661 0.727 0.481
H 0.668 -1.527 -2.150 0.413 -0.224 -1.117
H 0.613 -2.138 -4.501 -0.095 0.128 -0.292
H -1.934 -3.633 -0.411 -0.109 0.071 -0.331
```
Forces are in eV/Å.

---

ORCA calculation (ωB97M-V with the def2-TZVPD basis set) on a molecular structure, C11H12BeNO6 in a non-equilibrium geometry.

Calculated values
Gap between HOMO and LUMO   6.44 eV
Total charge   +1
LUMO energy   -0.183 Ha
E_HOMO   -11.42 eV
Largest force on an atom   6.7 eV Å⁻¹

Structure (XYZ):
```
31
Properties=species:S:1:pos:R:3:forces:R:3
O -0.960 3.389 -7.469 -0.019 -0.187 1.981
C -0.976 3.288 -6.335 0.016 0.190 -1.956
Be -1.218 1.155 -2.308 2.053 -1.747 -3.354
C -1.112 1.687 -0.638 -0.431 2.318 6.257
O -1.157 1.995 0.477 0.377 -1.322 -4.525
C -1.003 -0.699 -2.165 -1.211 -1.851 -0.555
O -0.948 -1.845 -2.282 -0.100 2.306 0.001
C 0.714 1.313 -2.720 2.936 2.214 2.940
O 1.855 1.283 -2.788 -1.570 -0.357 -1.657
C -2.989 1.371 -2.669 -4.863 -1.682 0.401
O -4.089 1.022 -2.705 4.025 1.531 -0.448
H -0.670 0.935 -3.679 -2.003 -0.432 -1.221
O 0.506 -0.136 -0.992 -0.241 -1.153 2.151
C 0.523 -0.715 0.145 0.291 0.549 -0.396
C 1.874 -0.749 0.800 -0.148 -0.286 -0.832
C 1.951 0.109 2.033 -0.201 0.054 0.798
C 1.277 -0.559 3.236 0.130 0.191 0.298
C -0.239 -0.819 3.143 -0.043 0.146 0.200
C -0.671 -1.790 2.039 0.447 0.007 0.580
N -0.593 -1.167 0.719 0.167 0.280 -0.731
H 2.151 -1.801 0.954 0.135 0.222 0.240
H 2.509 -0.317 0.028 0.194 -0.321 0.035
H 3.005 0.327 2.257 -0.280 -0.250 0.024
H 1.503 1.092 1.845 -0.069 -0.071 -0.085
H 1.789 -1.518 3.407 -0.088 0.195 0.162
H 1.452 0.090 4.106 -0.036 -0.371 -0.079
H -0.580 -1.229 4.109 0.153 0.131 -0.348
H -0.765 0.138 3.008 0.021 -0.204 0.028
H -0.004 -2.659 2.051 -0.185 -0.018 -0.035
H -1.692 -2.152 2.217 0.287 0.210 -0.287
H -1.444 -1.040 0.176 0.256 -0.290 0.413
```
Forces are in eV/Å.

---

Ordered energy results: -11057.92682, -5487.55174, -2683.22025, -2763.29210, -946.95781; unit Ha.